The following is a quantum chemistry calculation of a 3-piece molecular cluster, CH10N2O2 overall at a distorted geometry, from OMol25.

Results
Relative energy (zero: lowest compared OMol25 entry of this formula, charge and spin) ... 83.8 kJ/mol
SMILES string ... NCN.O.O
2S+1 ... 1

CARTESIAN COORDINATES (ANGSTROEM)
H  -0.411208  1.230576  -2.281444
H  0.171019  2.048559  0.711829
H  0.703006  1.360555  -1.022926
H  0.897348  -1.372834  1.076145
C  -0.168462  -0.505643  -1.025055
N  0.123206  0.761192  -1.576159
H  -1.220404  0.355565  0.602959
H  2.040398  -2.281933  1.580713
O  -0.193539  2.361009  1.547923
H  -1.944784  -0.980776  -0.080634
H  -0.778253  1.631197  1.789805
N  -1.077546  -0.547205  0.190571
H  0.720032  -0.939904  -0.580668
H  -0.540258  -1.250284  -1.724019
O  1.679443  -1.870074  0.790960

Atomic forces in eV per Å
-0.37 -0.19 0.14
0.04 0.26 0.06
0.23 0.05 -0.22
-0.05 -0.32 0.22
-0.07 -0.42 1.74
0.34 0.15 -0.24
-0.39 0.20 -0.36
-0.03 0.02 0.05
-0.12 -0.36 -0.12
-0.42 0.28 0.34
0.10 0.33 0.36
0.34 -0.68 -0.82
0.38 0.37 -1.16
-0.13 0.32 -0.32
0.16 -0.02 0.32

Here are the Löwdin charges for atoms 1 to 6, given in e: 0.073 -0.002 0.055 0.009 -0.327 0.021